<1>
DFT (ωB97M-V with the def2-TZVPD basis set) results for one molecule with the formula C3H6FN.

Each line ends with the Mulliken charge.
Cartesian coordinates (Å):
F (-1.606, 1.078, -1.127)  -0.27
C (-0.869, 0.409, -0.218)  0.29
C (0.501, 0.871, 0.305)  -0.53
N (1.189, -0.558, 0.316)  -0.48
C (-0.089, -1.068, -0.424)  -0.52
H (-1.396, 0.481, 0.932)  0.16
H (0.870, 1.408, -0.670)  0.25
H (0.326, 1.461, 1.223)  0.32
H (1.284, -0.879, 1.372)  0.25
H (-0.417, -2.150, -0.298)  0.28
H (0.207, -1.054, -1.411)  0.26

Properties
HOMO level = -9.2662 eV
Structure (SMILES) = FC1CNC1
Charge = 0


<2>
DFT (ωB97M-V with the def2-TZVPD basis set) results for one molecule with the formula C3H6FN.

Each line ends with the Mulliken charge.
Cartesian coordinates (Å):
C (0.867, -0.114, -0.590)  -0.26
C (0.390, 1.275, -0.313)  -0.89
C (-0.541, -0.575, -0.403)  0.29
N (-1.103, -0.945, 0.793)  -0.45
F (-1.367, -0.522, -1.491)  -0.27
H (1.236, -0.277, -1.599)  0.24
H (1.547, -0.521, 0.153)  0.25
H (0.300, 1.612, 0.700)  0.32
H (-0.024, 1.872, -1.100)  0.31
H (-0.868, -1.879, 1.113)  0.22
H (-2.098, -0.761, 0.866)  0.23

Properties
HOMO level = -7.2300 eV
Charge = 0


Which of them is most stable, and which least? Most stable: <2>; least stable: <1>.